Entry from the Open Molecules 2025 dataset: C5H9Cl in the gas phase (ωB97M-V/def2-TZVPD).

Summary:
Relative energy (zero: lowest compared OMol25 entry of this formula, charge and spin)   212.2 kJ/mol
HOMO level   -9.49 eV
HOMO-LUMO gap   0.3867 Ha
SMILES   C[C@H]1C[C@]1(C)Cl
LUMO energy   0.0377 Eh

Cartesian coordinates (Å):
Cl -3.0049 0.0701 0.3322
C 1.2238 0.3549 1.0784
C -1.2840 -0.0228 -0.2389
C -0.7815 1.0826 -0.9964
C -0.3623 1.0184 0.4307
C -0.8068 -1.3582 -0.5141
H 0.3677 -1.4198 -0.6600
H 1.5888 0.8799 1.8610
H 1.7425 0.4899 0.1401
H -0.1421 0.9367 -1.8378
H 0.8928 -0.6507 1.3693
H -1.3005 -1.8036 -1.3932
H -0.8072 1.8202 1.0319
H -1.0725 -2.0863 0.3192
H -1.5306 1.8489 -1.1284

***

Entry from the Open Molecules 2025 dataset: C5H9Cl in the gas phase (ωB97M-V/def2-TZVPD).

Summary:
Relative energy (zero: lowest compared OMol25 entry of this formula, charge and spin)   124.9 kJ/mol
HOMO level   -9.11 eV
HOMO-LUMO gap   0.3752 Ha
SMILES   C/C=C/CCCl
LUMO energy   0.0402 Eh

Cartesian coordinates (Å):
Cl -2.1863 -1.3996 -0.1326
C -1.1237 1.0153 -0.3101
C 2.4114 -0.9191 0.1162
C -2.3397 0.3740 0.2378
C 1.1854 -0.1490 -0.4937
C 0.1509 0.4399 0.2359
H 2.4205 -2.0093 -0.0376
H -3.2400 0.5999 -0.2372
H -1.0036 2.0718 -0.0312
H 3.3289 -0.3868 -0.1686
H 1.1883 -0.1645 -1.5922
H -2.5199 0.5556 1.3014
H -1.0912 0.8045 -1.3673
H 0.3392 0.0526 1.2931
H 2.4799 -0.8853 1.1862

***

Entry from the Open Molecules 2025 dataset: 2 unconnected molecules or ions with the total composition C5H9Cl3N (ωB97M-V/def2-TZVPD).

Summary:
HOMO level   -12.53 eV
Net charge   +1
HOMO-LUMO gap   0.3114 Ha
LUMO energy   -0.1489 Eh

Cartesian coordinates (Å):
Cl 4.1677 -0.8793 1.2316
Cl 0.8992 1.5688 1.2026
Cl 3.8954 0.3120 -1.3635
N -0.8246 0.1738 -0.1002
C 3.1546 -0.5010 -0.0904
C -2.1649 -0.4347 0.1085
C -1.0498 -0.7479 1.0076
C 0.0617 -0.4142 -1.0987
C -0.5960 1.5605 0.1699
H -0.5441 -1.7739 0.9478
H -1.0811 -0.3244 2.0099
H -0.3388 2.2540 -0.6960
H -0.1329 -1.4415 -1.1361
H 1.1269 -0.4187 -0.8089
H -2.4322 -1.2119 -0.5964
H -1.4602 2.0120 0.6655
H 0.2151 0.1657 -1.9755
H -2.8958 0.1007 0.5223

***

Entry from the Open Molecules 2025 dataset: C5H9ClFN in the gas phase (ωB97M-V/def2-TZVPD).

Summary:
Relative energy (zero: lowest compared OMol25 entry of this formula, charge and spin)   95.1 kJ/mol
HOMO level   -9.83 eV
HOMO-LUMO gap   0.3922 Ha
SMILES   N[C@H](C1CC1)[C@@H](F)Cl
LUMO energy   0.0310 Eh

Cartesian coordinates (Å):
Cl -0.5542 -2.6459 -0.6873
F -1.6472 -0.9154 0.9515
N 0.8918 0.3182 1.6927
C 0.5987 0.5132 -0.7070
C -0.4060 -1.4431 0.6990
C 0.6645 -0.4331 0.4705
C -0.4795 1.5359 -0.7238
C -0.5341 0.4359 -1.7482
H 0.0299 0.5978 2.0763
H 1.6066 -0.9821 0.3542
H -0.3202 0.7047 -2.7769
H 1.3829 -0.1912 2.4270
H -1.2603 -0.3262 -1.5703
H -0.1882 -2.1154 1.5983
H -0.1245 2.5259 -1.0774
H 1.5615 0.8491 -1.0436
H -1.2216 1.5717 0.0650

***

Entry from the Open Molecules 2025 dataset: C5H9ClFN3O2 in the gas phase (ωB97M-V/def2-TZVPD).

Summary:
Relative energy (zero: lowest compared OMol25 entry of this formula, charge and spin)   629.5 kJ/mol
HOMO level   -9.47 eV
HOMO-LUMO gap   0.3158 Ha
SMILES   O=NN(CCCl)C(=O)NCCF
LUMO energy   -0.0320 Eh

Cartesian coordinates (Å):
Cl 2.8014 -1.5009 -0.5885
F -3.3824 -0.6914 0.9598
O -0.0620 1.9565 -1.0715
O 1.6870 2.6721 0.2472
N 1.9560 1.4354 0.6817
N -1.5560 0.5862 0.2714
N 0.7359 0.4317 0.4403
C -0.2880 1.2013 -0.1262
C 0.7375 -0.8584 1.1923
C 1.0481 -1.9180 0.0585
C -3.3389 -1.1188 -0.5323
C -2.5801 0.2720 -0.9171
H 0.3317 -1.9339 -0.6873
H -2.0760 0.2781 -2.0344
H -3.2411 1.1357 -0.8123
H -4.4212 -1.2062 -1.0454
H -0.2971 -1.2992 1.4550
H 1.4529 -0.9977 2.2215
H -1.7548 1.1428 1.3742
H -2.6473 -2.0327 -0.7317
H 1.0479 -3.0185 0.4162

***

Entry from the Open Molecules 2025 dataset: 2 unconnected molecules or ions with the total composition C5H9ClN2 (ωB97M-V/def2-TZVPD).

Summary:
Relative energy (zero: lowest compared OMol25 entry of this formula, charge and spin)   328.3 kJ/mol
HOMO level   -7.90 eV
HOMO-LUMO gap   0.3163 Ha
SMILES   C=C(C)Cl.N=C=CN
LUMO energy   0.0261 Eh

Cartesian coordinates (Å):
Cl 1.6357 -0.4122 1.6980
N -2.5169 3.1672 -0.6254
N -2.2086 0.2182 1.1876
C 1.0656 -0.1722 -0.8270
C 2.4390 -2.2171 -0.0589
C 1.7204 -0.8432 0.0475
C -2.0172 0.8031 -0.0412
C -2.0718 2.0752 -0.3329
H 0.3435 0.6367 -0.5774
H -1.3752 -0.2542 1.3487
H 2.9108 -2.2468 -1.0236
H 1.2141 -0.4214 -1.8024
H -1.7942 0.1387 -0.8807
H -2.0986 0.9696 1.9242
H 1.5888 -2.8557 -0.0547
H -1.9435 3.9997 -0.6591
H 3.1080 -2.5856 0.6775

***

Entry from the Open Molecules 2025 dataset: C5H9ClN2O2 in the gas phase (ωB97M-V/def2-TZVPD).

Summary:
2S+1   3
Relative energy (zero: lowest compared OMol25 entry of this formula, charge and spin)   0.0 kJ/mol
HOMO level (alpha / beta)   -7.84 / -9.34 eV
HOMO-LUMO gap (alpha / beta)   0.3194 / 0.2215 Ha
LUMO energy (alpha / beta)   0.0315 / -0.1219 Eh
Expectation value of S²   2.007

Cartesian coordinates (Å):
Cl 2.1695 2.7378 -0.2142
O 1.7012 0.8000 -2.9748
O 3.4315 -0.1263 -2.0194
N 2.2988 0.3076 -2.0109
N 0.2188 1.3788 0.9597
C 0.4202 -0.8875 -0.9496
C 1.5170 0.1272 -0.7611
C -0.9420 0.4063 0.8625
C -0.4155 -0.9051 0.4025
C 0.9044 1.4814 -0.2916
H 0.7775 1.2577 1.7644
H -1.7431 0.8686 0.1965
H -1.2269 -1.6271 0.2447
H 0.8796 -1.9054 -1.2787
H 0.2454 1.7135 -1.1007
H -0.2875 -0.6185 -1.7841
H 0.3628 -1.0933 1.1187
H 2.1298 -0.0312 0.1626
H -1.3668 0.4291 1.7868

***

Entry from the Open Molecules 2025 dataset: a gas-phase ion, C5H9ClNO (charge +1) (ωB97M-V/def2-TZVPD).

Summary:
Relative energy (zero: lowest compared OMol25 entry of this formula, charge and spin)   64.5 kJ/mol
HOMO level   -15.03 eV
Net charge   +1
HOMO-LUMO gap   0.4216 Ha
SMILES   C[NH2+]C1(C(=O)Cl)CC1
LUMO energy   -0.1306 Eh

Cartesian coordinates (Å):
Cl -2.9816 0.9067 -0.0949
O -2.5111 -1.5404 0.3790
N -0.0084 1.0318 -0.2946
C 0.3652 -1.3496 -0.8182
C -0.4255 -0.3591 -0.0844
C -2.0674 -0.4823 0.1535
C 1.2469 1.5824 0.3119
C 0.4032 -1.3881 0.6981
H 1.0025 1.8799 1.3864
H 0.0368 1.3379 -1.3424
H -0.8569 1.4625 0.0425
H -0.1975 -2.1890 1.1487
H -0.0639 -2.0291 -1.4568
H 1.9590 0.7718 0.2169
H 1.2264 -0.9376 -1.2879
H 1.6017 2.3154 -0.2898
H 1.2706 -1.0134 1.3321

***

Entry from the Open Molecules 2025 dataset: a molecular structure, C5H9CoLiO4 (ωB97M-V/def2-TZVPD).

Summary:
2S+1   5
HOMO level (alpha / beta)   -13.11 / -13.48 eV
Net charge   +1
HOMO-LUMO gap (alpha / beta)   0.3055 / 0.2945 Ha
LUMO energy (alpha / beta)   -0.1762 / -0.2007 Eh
Expectation value of S²   6.020

Cartesian coordinates (Å):
Co -2.5806 1.8180 1.2936
O -0.8659 -0.2277 -0.1970
O 1.7880 -0.2912 -0.2492
O -4.0644 0.9122 1.5712
O -0.9161 1.6145 -2.1205
C -1.9594 1.3988 -1.4470
C 3.0898 -0.7619 -0.5403
C 1.1244 -1.0229 0.7689
C -0.1951 -0.3414 1.0394
C -2.0232 0.5725 -0.3045
Li 0.4715 0.4406 -1.5160
H -3.1623 -0.0246 -0.0397
H 3.0571 -1.8092 -0.8792
H -2.8981 1.9152 -1.7330
H -0.0154 0.6646 1.4587
H 0.9640 -2.0606 0.4319
H 3.7308 -0.6882 0.3513
H 1.7318 -1.0400 1.6874
H -0.7753 -0.9347 1.7639
H 3.4983 -0.1339 -1.3399

***

Entry from the Open Molecules 2025 dataset: C5H9F in the gas phase (ωB97M-V/def2-TZVPD).

Summary:
Relative energy (zero: lowest compared OMol25 entry of this formula, charge and spin)   86.4 kJ/mol
HOMO level   -9.19 eV
HOMO-LUMO gap   0.3766 Ha
SMILES   CC/C=C(/C)F
LUMO energy   0.0388 Eh

Cartesian coordinates (Å):
F -1.7693 1.4915 0.0707
C -2.4903 -0.5931 0.0376
C -0.0747 -0.1121 -0.0547
C -1.3271 0.2428 0.0073
C 1.1851 0.7252 -0.1744
C 2.4306 -0.0295 0.1242
H -3.1754 -0.3945 -0.7515
H 1.1036 1.5125 0.6159
H 1.2836 1.1383 -1.1882
H -0.0181 -1.1304 -0.4401
H 3.3087 0.6599 0.1024
H -3.1170 -0.3361 0.8449
H 2.5107 -0.9939 -0.3800
H 2.3218 -0.4606 1.1881
H -2.1722 -1.7199 -0.0022